33
Properties=species:S:1:pos:R:3:mulliken_charge:R:1 method="wB97M-V/def2-TZVPD" total_charge=+1 homo_lumo_gap_ev=7.9 energy_ha=-1297.9323 e_lumo_ev=-4.37 relative_energy_kj_mol=228.7
C 1.719 0.436 -1.552 -0.4997
C 0.670 -0.431 -1.349 -0.3008
C 0.112 1.662 -0.644 0.0827
C -0.615 2.279 3.709 -1.1881
C 0.052 -3.205 0.206 -1.0438
C -0.825 2.846 -0.209 -0.7833
C -0.207 2.553 2.215 -0.0675
C -1.404 2.655 1.219 -0.8365
C 0.922 -2.813 -2.209 -0.1639
C -0.072 -3.359 -1.329 -0.3098
N 1.340 1.698 -1.205 -0.0350
N -0.240 0.374 -0.725 0.1181
S 0.786 -2.566 -3.881 0.0079
S -0.083 -5.301 -1.659 -0.0745
H 2.770 0.364 -2.023 0.3280
H -0.052 1.457 4.033 0.3456
H -1.726 2.223 3.759 0.3012
H -0.456 3.032 4.474 0.3135
H -0.987 -3.516 0.508 0.3792
H 0.793 -3.922 0.730 0.3189
H 0.290 -2.188 0.534 0.2738
H -0.245 3.824 -0.170 0.2869
H -1.590 3.075 -0.776 0.4737
H 0.418 1.656 1.919 0.1444
H 0.321 3.515 2.218 0.2826
H -1.902 1.741 1.277 0.3850
H -2.079 3.500 1.606 0.3829
H 1.845 -2.741 -1.757 0.5221
H -1.097 -3.154 -1.627 0.4120
H 1.733 2.605 -1.360 0.2173
H -1.073 -0.063 -0.317 0.3431
H -0.446 -3.044 -3.947 0.1967
H 1.327 -5.191 -1.667 0.1875

36
Properties=species:S:1:pos:R:3:mulliken_charge:R:1 method="wB97M-V/def2-TZVPD" total_charge=0 homo_lumo_gap_ev=10.1 smiles="CC[C@H](C)[C@H](N)C(=O)N[C@@H](CC(N)=O)C(=O)O" energy_ha=-857.6168 e_lumo_ev=0.60 relative_energy_kj_mol=366.9
C 0.891 2.030 -1.350 -0.1022
C 0.390 0.982 -0.277 0.0201
C 2.438 2.435 -1.056 0.0186
C 2.567 3.473 0.142 -1.2016
C 3.151 1.056 -1.032 -0.6592
C 3.458 0.321 0.320 -0.9452
C -1.253 -0.753 0.145 0.5207
C -0.045 -1.661 0.694 0.4706
C -2.457 -1.456 -0.421 -0.8066
C -3.487 -2.306 0.338 0.2529
H 0.481 4.069 -1.661 0.3629
H -0.427 3.460 -0.245 0.2714
H 1.017 1.385 -2.255 0.4756
H 2.984 2.883 -1.877 0.5285
H 1.661 4.201 0.203 0.2636
H 3.417 4.067 0.220 0.4662
H 2.521 2.858 1.171 0.0945
H 2.474 0.379 -1.575 0.2327
H 4.065 1.153 -1.591 0.5517
H 2.847 -0.644 0.349 0.1299
H 4.487 0.031 0.492 0.3668
H 3.092 0.934 1.120 0.2228
H -1.048 0.393 -1.660 0.4076
H -1.451 -0.047 0.939 0.3073
H -1.956 -2.014 -1.321 0.3646
H -3.129 -0.734 -0.983 0.3593
H -1.998 -3.426 1.321 0.2136
H -3.644 -3.600 1.851 0.2239
H 1.070 -0.381 1.618 0.3789
N -0.022 3.234 -1.192 -0.7433
N -0.534 0.080 -0.806 -0.2779
N -2.929 -3.181 1.288 -0.3209
O 0.683 1.114 0.873 -0.7278
O 0.026 -2.720 0.120 -0.5942
O -4.649 -2.101 0.263 -0.5684
O 0.693 -1.370 1.723 -0.5575

36
Properties=species:S:1:pos:R:3:mulliken_charge:R:1 method="wB97M-V/def2-TZVPD" total_charge=+1 homo_lumo_gap_ev=9.1 energy_ha=-836.8535 e_lumo_ev=-3.86 relative_energy_kj_mol=15.0
C -1.323 -1.547 1.542 -1.3999
C -1.774 -0.671 0.395 0.6172
O -1.489 -0.909 -0.709 -0.3686
N -2.554 0.512 0.782 -0.0209
N -2.050 1.704 0.145 0.0534
C -0.591 1.955 0.340 -0.8599
C 0.124 1.728 -1.002 0.4702
O -0.329 2.337 -1.906 -0.5485
N 1.228 0.930 -1.172 0.1252
C 1.791 0.380 0.070 -0.8223
C 1.065 -0.082 -2.226 -1.0607
C -3.991 0.425 0.386 0.4941
C -4.471 -0.304 -0.850 -1.0080
O -4.741 0.986 1.047 -0.3977
H -0.264 -1.761 1.452 0.3372
H -1.923 -2.452 1.610 0.3717
H -1.470 -1.012 2.480 0.3793
H -2.556 2.482 0.580 0.4459
H -2.317 1.707 -0.853 0.4241
H -0.205 1.424 1.205 0.4548
H -0.497 3.014 0.567 0.4400
H 1.061 -0.138 0.700 0.0644
H 2.364 1.126 0.609 0.4033
H 2.513 -0.376 -0.222 0.2823
H 0.742 -1.045 -1.828 0.3421
H 2.047 -0.252 -2.669 0.3459
H 0.415 0.253 -3.023 0.3758
H -3.896 -1.185 -1.119 0.3596
H -5.493 -0.611 -0.656 0.3718
H -4.519 0.351 -1.721 0.2915
C 5.788 -1.865 0.828 -0.8045
C 4.977 -0.768 1.361 0.3977
N 4.355 0.087 1.774 -0.4013
H 6.743 -1.479 0.477 0.2757
H 5.966 -2.603 1.607 0.2824
H 5.269 -2.340 -0.002 0.2868

39
Properties=species:S:1:pos:R:3:mulliken_charge:R:1 method="wB97M-V/def2-TZVPD" total_charge=0 homo_lumo_gap_ev=9.0 energy_ha=-1042.2937 e_lumo_ev=0.08 relative_energy_kj_mol=569.3
C 0.112 -0.497 -1.127 0.2753
C -1.211 -1.081 -0.690 0.3394
C 0.082 1.072 -0.988 -1.2938
C 1.122 2.056 -1.393 -0.9625
C 2.273 2.112 -0.445 -0.6066
C 4.502 3.233 -0.375 0.4560
C -2.724 -1.617 1.116 -0.0322
C -2.531 -1.232 2.571 0.4581
C -2.860 -3.092 0.995 -1.2469
C -4.326 -3.457 1.160 0.7471
H 1.182 -1.542 -2.701 0.2708
H -0.808 -1.298 -2.672 0.4556
H 1.010 -0.860 -0.488 0.3563
H -0.376 1.405 -0.052 0.6054
H -0.853 1.401 -1.642 0.2877
H 0.560 3.041 -1.305 0.3048
H 1.254 1.815 -2.408 0.3515
H 2.097 2.179 0.581 0.5160
H 2.958 1.310 -0.770 0.4155
H 2.944 3.831 -1.782 0.2855
H 4.312 1.756 0.811 0.2689
H 5.611 4.745 -1.660 0.2347
H 6.511 3.817 -0.604 0.2882
H -0.879 -0.657 1.420 0.3765
H -3.673 -1.127 0.915 0.4316
H -2.419 -3.351 0.027 0.5215
H -2.286 -3.666 1.818 0.4360
H -3.833 -5.295 1.259 0.3967
H -3.473 -1.663 4.308 0.3832
N 0.359 -0.730 -2.570 -0.8368
N 3.147 3.449 -0.813 -0.3532
N 4.932 2.448 0.523 -0.7173
N 5.661 3.754 -1.139 -0.5151
N -1.528 -1.005 0.654 -0.1359
O -2.067 -1.329 -1.601 -0.6960
O -1.586 -0.609 2.961 -0.5926
O -5.110 -2.512 1.217 -0.5478
O -4.698 -4.734 1.550 -0.5036
O -3.391 -2.072 3.342 -0.4221

33
Properties=species:S:1:pos:R:3:mulliken_charge:R:1 method="wB97M-V/def2-TZVPD" total_charge=0 homo_lumo_gap_ev=8.5 energy_ha=-995.6998 e_lumo_ev=0.33 relative_energy_kj_mol=496.0
C -0.776 -2.196 0.323 0.3796
C 0.946 1.266 -1.062 -1.4862
C 2.259 1.326 -0.327 -0.6534
C 1.759 -0.719 1.326 -0.5132
C -0.196 -0.687 0.264 -2.1936
C 0.210 -0.150 -1.079 2.6576
C -1.083 -0.065 -1.921 -1.6357
C 1.079 -1.253 -1.611 -1.6184
C -2.280 0.443 1.034 -0.8812
C -0.930 -0.567 2.626 -0.7315
N -0.901 0.124 1.301 0.6248
O -2.011 -2.164 0.462 -0.6646
O 0.075 -3.101 0.364 -0.6697
S 2.133 1.031 1.439 -0.1740
H 0.253 2.062 -0.849 0.3684
H 1.162 1.356 -2.128 0.4618
H 2.968 0.631 -0.754 0.3609
H 2.688 2.290 -0.476 0.4811
H 1.803 -1.139 2.247 0.5407
H 2.421 -1.284 0.632 0.3814
H -1.757 -0.864 -1.460 0.3440
H -0.905 -0.075 -2.950 0.4639
H -1.624 0.915 -1.760 0.3041
H 1.212 -1.248 -2.684 0.4498
H 0.685 -2.209 -1.127 0.4183
H 2.151 -1.211 -1.417 0.3300
H -2.469 0.960 0.048 0.2109
H -2.876 -0.511 1.111 0.4077
H -2.730 1.121 1.855 0.3762
H -0.425 0.057 3.378 0.3651
H -1.922 -0.871 3.046 0.2738
H -0.381 -1.517 2.566 0.3621
H -0.252 0.986 1.369 0.6590

32
Properties=species:S:1:pos:R:3:mulliken_charge:R:1 method="wB97M-V/def2-TZVPD" total_charge=0 homo_lumo_gap_ev="5.8 / 5.8" energy_ha=-920.3682 e_lumo_ev="-2.56 / -2.56" relative_energy_kj_mol=686.7
C -4.632 -2.669 -0.191 -0.4072
C -5.013 -1.839 -1.202 -0.5013
C 1.642 -0.785 0.612 -1.0187
C 0.625 0.298 -1.397 -1.4058
C 2.007 1.594 0.245 -0.7018
C 0.372 -0.526 1.466 -1.0035
C -0.585 0.458 -0.579 -0.6452
C 0.675 1.964 0.873 -1.1209
C 1.911 0.308 -0.487 1.3382
C -0.317 0.698 0.933 1.1149
N 2.809 0.107 -1.509 -0.5536
O -1.479 1.027 1.660 -0.6154
S 4.995 0.615 0.639 -0.3040
H -5.357 -3.260 0.445 0.2109
H -3.606 -2.733 0.169 0.1989
H -4.280 -1.252 -1.719 0.2062
H -5.956 -1.833 -1.520 0.2990
H 2.527 -0.717 1.144 0.3277
H 1.731 -1.717 0.039 0.4101
H 0.520 -0.566 -1.967 0.5279
H 0.734 1.135 -2.141 0.3179
H 2.363 2.440 -0.419 0.2542
H 2.674 1.612 1.072 0.3881
H -0.187 -1.455 1.352 0.2494
H 0.843 -0.456 2.467 0.3781
H -1.151 1.342 -0.830 0.4840
H -1.293 -0.419 -0.790 0.1183
H 1.034 2.270 1.847 0.3534
H 0.212 2.779 0.370 0.3166
H 3.176 -0.797 -1.846 0.2904
H -2.172 0.642 1.177 0.4003
H 5.178 1.733 0.087 0.0928

31
Properties=species:S:1:pos:R:3:mulliken_charge:R:1 method="wB97M-V/def2-TZVPD" total_charge=+1 homo_lumo_gap_ev=7.7 smiles="C[N+]#C[C@@H](C)/C(C)=C(/C)P(C)C" energy_ha=-788.1459 e_lumo_ev=-4.04 relative_energy_kj_mol=206.2
C 0.506 -0.951 -0.431 -0.2400
C 0.103 0.125 -1.103 1.0385
C 0.374 -1.321 1.786 0.5187
C -0.386 -1.639 0.730 0.4562
C 1.618 -1.981 -0.720 -1.7196
C 0.630 0.514 -2.453 -1.6783
C -1.820 -1.228 0.896 -1.9511
C 1.519 -0.806 3.974 -0.7285
C -0.194 2.878 -0.404 -1.3168
C -2.026 1.877 -2.051 -1.2143
N 0.645 -0.984 2.882 0.0376
P -1.199 1.278 -0.461 0.1591
H -0.256 -2.709 0.479 0.4879
H 1.098 -2.807 -1.137 0.4120
H 2.084 -2.245 0.218 0.3376
H 2.271 -1.661 -1.428 0.4990
H 0.107 -0.015 -3.313 0.2118
H 1.657 0.270 -2.425 0.5205
H 0.550 1.555 -2.461 0.4411
H -2.318 -1.941 1.476 0.5328
H -2.273 -1.123 -0.099 0.3542
H -1.845 -0.262 1.380 0.5402
H 2.595 -0.697 3.662 0.3170
H 1.334 -1.664 4.719 0.3089
H 1.487 0.058 4.604 0.3184
H 0.482 2.998 -1.195 0.5197
H 0.649 2.717 0.350 0.3344
H -0.986 3.617 -0.287 0.4064
H -2.566 2.699 -1.823 0.4717
H -2.670 1.217 -2.570 0.3459
H -1.169 2.230 -2.795 0.2789